# C3H3F5O2P

A cluster of 2 separate species, C3H3F5O2P in total at a distorted geometry (ωB97M-V with the def2-TZVPD basis set, the OMol25 dataset).

## Properties
Net charge: -1
Expectation value of S²: 2.005
Multiplicity: 3
LUMO (alpha / beta), eV: 3.863 / 1.478
Largest force on an atom, eV/Å: 5.52

Last column: Mulliken spin population.
Element x y z (Å)
1 C 1.244 -0.007 1.180  0.017
2 C 0.360 1.064 0.564  0.152
3 C -1.536 -1.155 -0.564  0.757
4 O -0.590 1.559 -2.134  0.028
5 O 1.235 -0.225 -1.834  0.026
6 F -0.730 1.413 1.271  0.004
7 F 1.193 2.140 0.503  0.022
8 F -1.647 -1.928 -1.693  0.059
9 F -2.842 -0.737 -0.226  0.065
10 F -1.096 -1.931 0.461  0.061
11 P 0.108 0.560 -1.320  0.817
12 H 0.691 -0.841 1.563  0.001
13 H 1.770 -0.259 0.255  -0.003
14 H 1.841 0.348 1.974  -0.007

---

# C54H138N6O18

A cluster of 15 separate species, C54H138N6O18 in total at a distorted geometry (ωB97M-V with the def2-TZVPD basis set, the OMol25 dataset).

## Properties
Net charge: 0
Energy relative to the best compared isomer or geometry (same formula, charge and spin), kcal per mole: 95.77
LUMO, eV: 0.535
Largest force on an atom, eV/Å: 3.34

Last column: Löwdin charge in e.
Element x y z (Å)
1 C 4.260 1.291 -0.116  -0.168
2 O 4.767 1.777 -1.317  -0.113
3 H 3.169 1.361 0.035  0.077
4 H 4.554 0.262 0.011  0.052
5 H 4.774 1.871 0.656  0.083
6 H 4.499 1.228 -2.047  0.030
7 C -2.987 2.425 -6.492  -0.163
8 O -4.084 3.278 -6.328  -0.129
9 H -3.272 1.412 -6.807  0.093
10 H -2.341 2.751 -7.304  0.081
11 H -2.429 2.421 -5.538  0.063
12 H -4.788 3.089 -6.975  0.107
13 C -2.225 -4.060 -0.626  -0.142
14 O -1.575 -2.942 -0.020  -0.191
15 H -2.991 -4.492 0.048  0.087
16 H -2.662 -3.700 -1.516  0.053
17 H -1.487 -4.845 -0.835  0.072
18 H -0.974 -3.275 0.715  0.072
19 C 0.277 0.115 -0.325  -0.110
20 O -0.015 1.291 -1.091  -0.177
21 H -0.647 -0.489 -0.043  0.088
22 H 0.907 -0.541 -0.962  0.079
23 H 0.814 0.395 0.601  0.064
24 H -0.724 1.009 -1.710  0.057
25 C 2.914 0.892 -6.372  -0.114
26 O 2.473 0.447 -5.087  -0.215
27 H 2.001 1.187 -6.859  0.070
28 H 3.604 1.738 -6.233  0.074
29 H 3.349 0.020 -6.834  0.079
30 H 2.172 1.257 -4.528  0.068
31 C 3.613 -1.608 -2.314  -0.147
32 O 3.951 -0.453 -3.052  -0.131
33 H 4.236 -2.462 -2.566  0.080
34 H 3.734 -1.367 -1.253  0.053
35 H 2.581 -1.924 -2.465  0.060
36 H 3.444 -0.467 -3.878  0.038
37 C -5.830 2.334 -2.927  -0.153
38 O -4.808 1.834 -3.773  -0.143
39 H -6.696 2.590 -3.539  0.082
40 H -6.190 1.548 -2.273  0.077
41 H -5.435 3.146 -2.300  0.066
42 H -4.610 2.499 -4.467  0.045
43 C -0.997 -4.961 2.881  -0.127
44 O -0.170 -4.674 1.755  -0.142
45 H -1.341 -4.130 3.494  0.080
46 H -1.912 -5.437 2.572  0.073
47 H -0.520 -5.688 3.522  0.070
48 H 0.732 -4.482 2.046  0.047
49 C 0.284 4.137 0.384  -0.095
50 O -0.414 3.047 1.035  -0.179
51 H -0.073 4.419 -0.647  0.093
52 H 0.035 4.985 1.021  0.069
53 H 1.352 3.957 0.442  0.073
54 H -0.542 2.326 0.401  0.035
55 C 4.538 5.029 -5.443  -0.088
56 O 3.338 4.705 -4.733  -0.194
57 C 3.528 3.770 -3.710  -0.258
58 C 2.239 3.589 -3.001  -0.162
59 N 1.290 2.657 -3.690  -0.040
60 C 0.382 3.235 -4.614  -0.205
61 C -0.624 4.180 -4.001  -0.254
62 O -1.544 3.500 -3.159  -0.194
63 C -2.716 4.360 -3.045  -0.078
64 H 4.342 5.438 -6.425  0.086
65 H 5.145 4.139 -5.588  0.077
66 H 5.190 5.623 -4.825  0.080
67 H 4.308 4.096 -3.005  0.131
68 H 3.816 2.771 -4.187  0.131
69 H 1.861 4.592 -2.863  0.112
70 H 2.487 3.094 -2.025  0.128
71 H 0.827 2.174 -2.919  0.088
72 H -0.187 2.513 -5.188  0.107
73 H 0.925 3.927 -5.294  0.136
74 H -1.157 4.590 -4.878  0.120
75 H -0.220 5.074 -3.508  0.122
76 H -3.434 3.797 -2.394  0.073
77 H -3.224 4.472 -4.006  0.072
78 H -2.476 5.382 -2.658  0.104
79 C 1.741 -10.974 -4.325  -0.142
80 O 1.213 -9.781 -4.786  -0.190
81 C -0.108 -9.533 -4.331  -0.252
82 C -0.454 -8.132 -4.550  -0.164
83 N 0.120 -7.161 -3.484  -0.031
84 C 1.546 -6.841 -3.625  -0.229
85 C 1.957 -5.893 -2.545  -0.203
86 O 1.155 -4.709 -2.681  -0.195
87 C 1.063 -3.992 -1.502  -0.149
88 H 1.755 -11.138 -3.241  0.089
89 H 2.777 -10.900 -4.643  0.087
90 H 1.279 -11.858 -4.798  0.092
91 H -0.124 -9.766 -3.243  0.134
92 H -0.815 -10.209 -4.757  0.114
93 H -1.497 -8.010 -4.411  0.104
94 H -0.127 -7.855 -5.550  0.120
95 H -0.332 -6.246 -3.495  0.091
96 H 1.747 -6.418 -4.628  0.128
97 H 2.100 -7.744 -3.529  0.100
98 H 3.071 -5.641 -2.623  0.146
99 H 1.698 -6.336 -1.586  0.112
100 H 1.966 -3.523 -1.079  0.079
101 H 0.660 -4.565 -0.645  0.073
102 H 0.283 -3.240 -1.612  0.067
103 C -0.090 -2.723 -5.220  -0.089
104 O -1.155 -1.852 -5.649  -0.187
105 C -1.331 -0.817 -4.647  -0.219
106 C -2.000 -1.264 -3.375  -0.189
107 N -2.389 -0.066 -2.609  -0.031
108 C -3.426 -0.300 -1.585  -0.181
109 C -3.573 0.826 -0.590  -0.223
110 O -4.375 0.479 0.526  -0.190
111 C -3.720 -0.344 1.513  -0.090
112 H 0.858 -2.122 -5.133  0.094
113 H 0.030 -3.541 -5.940  0.087
114 H -0.358 -3.154 -4.221  0.073
115 H -1.957 -0.093 -5.090  0.090
116 H -0.356 -0.318 -4.464  0.123
117 H -1.299 -1.884 -2.826  0.092
118 H -2.830 -1.855 -3.778  0.135
119 H -2.463 0.756 -3.176  0.081
120 H -3.041 -1.219 -1.112  0.100
121 H -4.440 -0.534 -1.878  0.117
122 H -4.017 1.669 -1.084  0.088
123 H -2.561 1.115 -0.240  0.108
124 H -4.277 -0.127 2.456  0.087
125 H -2.677 0.015 1.750  0.083
126 H -3.719 -1.450 1.284  0.093
127 C -5.366 5.297 5.522  -0.035
128 C -4.938 6.233 4.404  -0.479
129 C -3.559 6.937 4.518  -0.125
130 C -2.440 5.844 4.491  -0.171
131 C -2.600 4.986 3.216  -0.126
132 C -4.006 4.471 2.801  -0.513
133 N -4.948 5.541 3.044  -0.104
134 O -6.234 4.987 2.827  -0.053
135 C -4.021 4.284 1.274  -0.034
136 C -4.307 3.087 3.508  -0.013
137 C -6.017 7.397 4.363  -0.038
138 H -4.689 4.550 5.925  0.066
139 H -6.272 4.851 5.062  0.095
140 H -5.701 5.952 6.307  0.072
141 H -3.441 7.677 3.737  0.107
142 H -3.500 7.531 5.435  0.115
143 H -2.465 5.205 5.388  0.098
144 H -1.443 6.304 4.594  0.105
145 H -1.887 4.141 3.173  0.077
146 H -2.294 5.724 2.402  0.134
147 H -3.121 3.732 0.985  0.069
148 H -4.947 3.734 0.952  0.102
149 H -3.876 5.273 0.854  0.081
150 H -4.121 3.078 4.633  0.085
151 H -5.356 2.841 3.422  0.072
152 H -3.619 2.482 2.897  0.064
153 H -7.024 6.946 4.253  0.081
154 H -5.728 8.081 3.544  0.084
155 H -6.013 7.914 5.340  0.081
156 H -6.482 5.394 1.986  0.111
157 C 4.370 -2.589 4.002  -0.032
158 C 3.731 -2.896 2.659  -0.524
159 C 4.764 -2.863 1.499  -0.129
160 C 5.566 -4.140 1.386  -0.162
161 C 4.614 -5.338 1.271  -0.127
162 C 3.695 -5.514 2.499  -0.535
163 N 2.995 -4.201 2.679  -0.059
164 O 2.073 -4.247 3.831  -0.059
165 C 2.659 -6.576 2.230  -0.038
166 C 4.528 -5.907 3.729  -0.026
167 C 2.647 -1.863 2.423  -0.029
168 H 4.843 -1.608 3.814  0.101
169 H 5.207 -3.241 4.211  0.063
170 H 3.694 -2.494 4.819  0.077
171 H 4.174 -2.680 0.570  0.106
172 H 5.413 -2.005 1.648  0.118
173 H 6.032 -4.239 2.365  0.099
174 H 6.314 -4.090 0.566  0.128
175 H 5.227 -6.251 1.168  0.129
176 H 3.953 -5.192 0.445  0.097
177 H 2.196 -6.542 1.198  0.101
178 H 3.256 -7.482 2.389  0.089
179 H 1.865 -6.640 2.973  0.075
180 H 3.857 -6.434 4.428  0.090
181 H 5.401 -6.536 3.479  0.096
182 H 4.917 -4.932 4.117  0.061
183 H 3.215 -0.911 2.366  0.092
184 H 1.905 -1.846 3.273  0.080
185 H 2.139 -2.057 1.432  0.100
186 H 2.601 -4.225 4.669  0.103
187 C 0.796 3.923 4.077  -0.040
188 C 1.673 2.794 4.480  -0.526
189 C 1.914 2.773 6.026  -0.137
190 C 0.694 2.403 6.857  -0.163
191 C 0.175 1.037 6.339  -0.120
192 C -0.189 1.016 4.840  -0.486
193 N 1.096 1.492 4.199  -0.062
194 O 1.057 1.336 2.740  -0.072
195 C -0.395 -0.412 4.375  -0.037
196 C -1.393 1.874 4.359  -0.023
197 C 3.016 2.907 3.691  -0.012
198 H 0.003 4.161 4.789  0.066
199 H 0.302 3.713 3.117  0.058
200 H 1.405 4.783 3.845  0.094
201 H 2.682 2.017 6.213  0.115
202 H 2.412 3.715 6.360  0.128
203 H -0.090 3.173 6.636  0.105
204 H 0.932 2.408 7.899  0.099
205 H -0.733 0.658 6.827  0.121
206 H 0.997 0.303 6.472  0.123
207 H -1.239 -0.834 4.889  0.082
208 H -0.660 -0.375 3.327  0.071
209 H 0.533 -0.962 4.528  0.070
210 H -2.320 1.259 4.451  0.098
211 H -1.365 2.771 4.975  0.058
212 H -1.183 2.171 3.336  0.058
213 H 2.917 3.421 2.707  0.087
214 H 3.508 1.973 3.767  0.068
215 H 3.536 3.704 4.248  0.084
216 H 0.584 2.083 2.346  0.026

---

Which of these has the lowest largest force on an atom? C54H138N6O18